(1)
A structure of composition C5H6F6NO7RbS2, computed with wB97M-V/def2-TZVPD.

Frontier orbital gap (eV): 6.15
LUMO level (eV): -2.181
Total energy (eV): -59731.15140
Energy relative to the best compared isomer or geometry (same formula, charge and spin) (kcal/mol): 92.2

Element x y z (Å)
Rb: 2.302975 -2.010251 0.143138
C: 5.171042 2.367799 -2.175514
F: 4.888145 2.951923 -0.960863
F: 6.255172 3.043269 -2.582523
F: 5.375369 1.059148 -2.066035
S: 3.761615 2.657079 -3.473909
O: 3.777353 4.087220 -3.798289
O: 4.244395 1.839081 -4.554683
N: 2.358307 1.910537 -2.715014
S: 1.485352 3.208002 -2.854194
O: 1.963596 4.189337 -1.892170
O: 1.121888 3.663435 -4.207293
C: -0.170133 2.650217 -1.949109
F: -0.637222 1.620619 -2.639751
F: 0.194005 2.104166 -0.760008
F: -0.949811 3.728139 -1.911350
C: -2.158794 -4.157493 4.910321
O: -3.407429 -3.730916 4.577376
C: -3.414487 -3.277415 3.257984
O: -2.407024 -3.027233 2.530511
O: -4.627975 -2.892394 2.863387
C: -4.858588 -2.353091 1.534005
H: -1.873006 -5.083579 4.411542
H: -2.201030 -4.516082 5.938774
H: -1.355059 -3.421734 4.937944
H: -4.693487 -3.033601 0.698694
H: -4.235224 -1.508168 1.241403
H: -5.909945 -2.068014 1.495625

Forces on atoms 1 to 6 (eV/Å):
Rb -0.06 0.33 -0.18
C -1.39 2.49 0.28
F -0.08 -1.42 -0.87
F -0.17 -1.14 -0.30
F 0.41 0.29 0.44
S 1.81 -0.12 -0.85

***

(2)
A cluster of 2 separate species, C35H32NO in total, computed with wB97M-V/def2-TZVPD.

Frontier orbital gap (eV): 4.15
Net charge: +1
LUMO level (eV): -5.737
Total energy (eV): -40342.38191
Energy relative to the best compared isomer or geometry (same formula, charge and spin) (kcal/mol): 33.8

Element x y z (Å)
C: -1.748324 1.345278 -1.543376
C: -2.447346 0.037383 -1.812577
N: -2.151999 -0.918533 -0.831525
C: -2.216837 -2.306317 -1.055356
C: -3.068880 -3.046131 -0.119915
C: -3.573909 -4.267307 -0.475864
C: -4.529719 -5.008952 0.383753
C: -4.216534 -4.746793 1.872234
C: -4.014760 -3.303344 2.183035
C: -4.260541 -2.826346 3.472140
C: -4.246068 -1.460502 3.740196
C: -3.955117 -0.578675 2.696382
C: -3.713083 -1.064249 1.399722
C: -3.551820 -2.438359 1.155977
C: -1.422144 -2.796462 -2.058020
O: -3.212471 -0.181194 -2.735740
H: -0.701923 1.263365 -1.876465
H: -2.236512 2.190523 -2.065080
H: -1.727735 1.559708 -0.460950
H: -1.451642 -0.649445 -0.143333
H: -3.357360 -4.697094 -1.458305
H: -5.576675 -4.708828 0.197689
H: -4.494480 -6.083987 0.177193
H: -5.005263 -5.162498 2.510942
H: -3.288523 -5.272925 2.132134
H: -4.469217 -3.520249 4.283159
H: -4.508440 -1.080310 4.729890
H: -3.954374 0.492073 2.878882
H: -3.695278 -0.353036 0.566900
H: -1.455780 -3.866723 -2.275133
H: -0.835665 -2.139440 -2.704841
C: 2.506862 6.329471 0.485755
C: 2.236187 5.684593 -0.727329
C: 2.088228 4.300937 -0.766194
C: 2.198990 3.551629 0.428612
C: 2.029499 2.113376 0.429235
C: 1.313548 1.513914 -0.605513
C: 1.569036 0.208400 -1.059769
C: 2.192709 0.094704 -2.313888
C: 2.513794 -1.175920 -2.850380
C: 2.592257 -1.316791 -4.230023
C: 2.487536 -0.189108 -5.067591
C: 2.512618 1.090731 -4.507840
C: 2.461465 1.233567 -3.130576
C: 2.732739 1.299549 1.432903
C: 2.029966 0.298759 2.120825
C: 2.653394 -0.413464 3.142904
C: 4.016576 -0.248765 3.383244
C: 4.764617 0.595208 2.553354
C: 4.113532 1.481901 1.699566
C: 2.422510 4.222897 1.650475
C: 2.576376 5.599979 1.685804
H: 2.690058 7.403062 0.505167
H: 2.109073 6.271455 -1.644330
H: 1.853011 3.807957 -1.717405
H: 0.686237 2.174092 -1.218665
H: 1.576533 -0.656769 -0.414483
H: 2.647676 -2.012721 -2.160979
H: 2.737457 -2.305569 -4.660594
H: 2.419359 -0.304841 -6.145258
H: 2.571797 1.975374 -5.142830
H: 2.586675 2.236221 -2.702146
H: 0.973443 0.132739 1.900153
H: 2.075346 -1.134523 3.709624
H: 4.506672 -0.854689 4.144305
H: 5.855141 0.525837 2.585066
H: 4.666751 2.303522 1.219644
H: 2.404396 3.655463 2.580418
H: 2.716353 6.097196 2.644989

Forces on atoms 1 to 6 (eV/Å):
C -0.12 0.75 -0.07
C -0.61 -0.95 0.16
N 1.02 1.64 -0.81
C 1.64 -0.79 -1.60
C -1.51 -1.56 -0.52
C 0.43 1.15 -0.19

***

(3)
A cluster of 16 separate species, C33H103N11O21 in total, computed with wB97M-V/def2-TZVPD.

Frontier orbital gap (eV): 8.32
LUMO level (eV): 0.026
Total energy (eV): -95271.26840
Energy relative to the best compared isomer or geometry (same formula, charge and spin) (kcal/mol): 0.0

Element x y z (Å)
C: 3.074390 -8.918640 -2.893490
O: 2.271150 -9.471860 -3.702460
N: 2.814070 -7.855550 -2.230140
N: 4.216800 -9.547360 -2.629880
H: 3.411240 -7.557740 -1.471990
H: 2.013510 -7.261380 -2.391900
H: 4.895580 -9.089240 -2.038700
H: 4.443390 -10.250520 -3.318580
C: -4.836080 -3.901310 -6.120820
O: -6.028310 -3.885020 -5.955290
N: -4.124260 -3.086690 -6.818740
N: -4.049090 -4.909580 -5.813910
H: -3.154550 -3.368600 -6.835910
H: -4.450070 -2.368780 -7.450060
H: -3.045930 -4.792330 -5.809830
H: -4.422810 -5.587420 -5.165090
C: 5.601310 -5.524070 -1.751540
O: 5.764070 -6.634470 -1.169820
N: 5.908840 -5.186520 -3.037670
N: 4.961100 -4.579950 -1.075730
H: 6.704400 -5.564190 -3.532190
H: 5.469600 -4.353100 -3.401790
H: 5.279370 -3.656340 -1.332160
H: 4.493050 -4.750130 -0.197050
C: -4.312620 -11.258970 -14.582620
O: -5.396310 -10.771670 -13.789040
C: -5.420260 -9.417480 -13.482920
C: -4.131790 -8.864690 -12.892260
N: -4.071030 -7.450790 -12.636050
C: -4.614180 -6.585700 -13.719470
C: -3.612130 -6.663350 -14.997450
O: -2.333560 -6.249740 -14.534100
C: -1.405450 -6.694900 -15.554960
H: -4.124550 -10.516610 -15.358270
H: -4.459620 -12.313760 -14.814790
H: -3.427530 -11.281980 -13.946870
H: -6.276110 -9.303530 -12.817600
H: -5.624020 -8.916570 -14.429330
H: -3.373900 -9.173450 -13.612250
H: -3.994470 -9.300890 -11.902830
H: -3.111720 -7.178100 -12.795620
H: -4.544320 -5.574700 -13.318110
H: -5.641000 -6.650930 -14.079310
H: -3.826350 -5.982670 -15.821390
H: -3.613410 -7.668750 -15.418490
H: -1.525630 -6.358250 -16.584680
H: -1.164310 -7.715220 -15.256800
H: -0.512870 -6.185090 -15.192330
C: -1.243150 -1.324390 -4.028510
O: -1.327840 -2.689800 -3.924240
C: -2.275130 -3.287240 -3.063260
C: -1.856940 -3.157040 -1.586670
N: -0.710430 -4.068660 -1.363510
C: -0.916880 -5.385870 -0.718190
C: -1.406300 -6.572220 -1.530950
O: -0.395260 -7.153650 -2.350960
C: -0.641130 -8.521700 -2.772140
H: -0.614670 -0.903840 -3.243500
H: -2.231530 -0.908430 -3.833090
H: -0.814470 -0.995910 -4.975320
H: -2.500480 -4.313600 -3.352930
H: -3.253320 -2.810250 -3.002360
H: -2.707430 -3.447990 -0.970120
H: -1.659000 -2.106530 -1.373730
H: -0.478300 -4.334370 -2.309880
H: -1.641280 -5.319600 0.093570
H: -0.012220 -5.709220 -0.203270
H: -2.250330 -6.478600 -2.214290
H: -1.783470 -7.363480 -0.883080
H: -0.100670 -8.823320 -3.669370
H: -1.711420 -8.703010 -2.870670
H: -0.371450 -9.175830 -1.942990
C: -1.823160 -6.848130 -9.756810
O: -1.127480 -5.996280 -8.813370
C: -1.834170 -4.759830 -8.558220
C: -0.991070 -3.907630 -7.531880
N: -1.045590 -4.465420 -6.129380
C: -0.566530 -5.786410 -5.856760
C: 0.939530 -6.104420 -6.047660
O: 1.880790 -5.227320 -5.506250
C: 1.828950 -5.061020 -4.140730
H: -2.785490 -7.049710 -9.286290
H: -1.392970 -7.849300 -9.783140
H: -1.879840 -6.318120 -10.707580
H: -2.857470 -4.736250 -8.183510
H: -1.718950 -4.112880 -9.427860
H: -1.384040 -2.894470 -7.447170
H: 0.025590 -3.772910 -7.901140
H: -0.595830 -3.911080 -5.414870
H: -1.153630 -6.544670 -6.374860
H: -0.713110 -6.146860 -4.838580
H: 1.074670 -5.979490 -7.122010
H: 1.133430 -7.162170 -5.869700
H: 1.608110 -5.893830 -3.473080
H: 1.172610 -4.193710 -4.069370
H: 2.867120 -4.793850 -3.943420
C: 4.543800 -7.776900 -5.873880
O: 3.833800 -8.015480 -7.062400
C: 4.247210 -7.459400 -8.248590
C: 4.343240 -5.861910 -8.338350
N: 4.584930 -5.116980 -7.104120
C: 4.273050 -3.624040 -7.022980
C: 4.945900 -2.892110 -5.753580
O: 4.161990 -2.987450 -4.635360
C: 3.104660 -2.144270 -4.642250
H: 4.774440 -8.691360 -5.327380
H: 4.123090 -7.040410 -5.189270
H: 5.551360 -7.408570 -6.066890
H: 3.602990 -7.743050 -9.080820
H: 5.207910 -7.855830 -8.577210
H: 3.467320 -5.382390 -8.775300
H: 5.146470 -5.563280 -9.011950
H: 3.879310 -5.438800 -6.457100
H: 3.183570 -3.604530 -7.050660
H: 4.661420 -3.112800 -7.903840
H: 5.189990 -1.870760 -6.045750
H: 5.935320 -3.341170 -5.667040
H: 2.447340 -2.367940 -5.482500
H: 3.359730 -1.085350 -4.683800
H: 2.570790 -2.413020 -3.730740
C: 1.644940 -5.916010 -10.807570
O: 2.812990 -6.380290 -11.489410
C: 3.406610 -5.594920 -12.566810
C: 4.076400 -4.282570 -12.050440
N: 5.507170 -4.485350 -11.619290
C: 6.067600 -3.277040 -11.194890
C: 7.582750 -3.409980 -10.825630
O: 8.381560 -3.788630 -12.026070
C: 9.413320 -4.650360 -11.647020
H: 0.966100 -6.722340 -10.529860
H: 1.236460 -5.150410 -11.467190
H: 1.949460 -5.342830 -9.931870
H: 2.759990 -5.540070 -13.442580
H: 4.115250 -6.303180 -12.996110
H: 3.437560 -3.866850 -11.271230
H: 4.119280 -3.588690 -12.889960
H: 6.094950 -4.784050 -12.384400
H: 5.462790 -2.938810 -10.353520
H: 6.033580 -2.415640 -11.861920
H: 7.537700 -4.260870 -10.145880
H: 8.054570 -2.609210 -10.256210
H: 9.699160 -4.248850 -10.674810
H: 10.242890 -4.689890 -12.352950
H: 9.157090 -5.706220 -11.559860
O: -1.008710 -10.678010 -8.076230
H: -1.019140 -9.761160 -8.351020
H: -0.223760 -10.757170 -7.534170
O: 1.958380 -9.774790 -6.551820
H: 2.536890 -9.081420 -6.869300
H: 1.975010 -9.683740 -5.599100
O: -3.376470 -1.631040 -9.189150
H: -3.262130 -1.438980 -10.119880
H: -4.225190 -2.070610 -9.137310
O: -0.350180 -0.993490 -9.106830
H: -0.559190 -1.444980 -9.924570
H: -1.158020 -0.537220 -8.871350
O: -5.825010 -3.162940 -9.416150
H: -5.399020 -3.962270 -9.106570
H: -6.628580 -3.467180 -9.837990
O: -5.074980 -5.782280 -10.239780
H: -5.345660 -6.670250 -10.473190
H: -4.451290 -5.534300 -10.922230
O: -1.878340 -2.587800 -11.501310
H: -1.755610 -3.410900 -11.028380
H: -2.459330 -2.812860 -12.227960
O: 0.099340 -9.865730 -11.830860
H: 0.312200 -10.370690 -12.615680
H: -0.855390 -9.902910 -11.773180

Forces on atoms 1 to 6 (eV/Å):
C -1.96 -4.03 -3.07
O 0.77 1.31 0.55
N -0.69 3.97 2.52
N 1.35 -0.38 0.36
H 0.22 0.03 -0.26
H -0.18 -0.73 -0.05

***

Which of these has the lowest frontier orbital gap? C35H32NO

***

What is the LUMO level in the third record? 0.026 eV

***

Which of these has the highest total energy? C35H32NO

***

What did the first record say?
A structure of composition C5H6F6NO7RbS2, computed with wB97M-V/def2-TZVPD.

Frontier orbital gap (eV): 6.15
LUMO level (eV): -2.181
Total energy (eV): -59731.15140
Energy relative to the best compared isomer or geometry (same formula, charge and spin) (kcal/mol): 92.2

Element x y z (Å)
Rb: 2.302975 -2.010251 0.143138
C: 5.171042 2.367799 -2.175514
F: 4.888145 2.951923 -0.960863
F: 6.255172 3.043269 -2.582523
F: 5.375369 1.059148 -2.066035
S: 3.761615 2.657079 -3.473909
O: 3.777353 4.087220 -3.798289
O: 4.244395 1.839081 -4.554683
N: 2.358307 1.910537 -2.715014
S: 1.485352 3.208002 -2.854194
O: 1.963596 4.189337 -1.892170
O: 1.121888 3.663435 -4.207293
C: -0.170133 2.650217 -1.949109
F: -0.637222 1.620619 -2.639751
F: 0.194005 2.104166 -0.760008
F: -0.949811 3.728139 -1.911350
C: -2.158794 -4.157493 4.910321
O: -3.407429 -3.730916 4.577376
C: -3.414487 -3.277415 3.257984
O: -2.407024 -3.027233 2.530511
O: -4.627975 -2.892394 2.863387
C: -4.858588 -2.353091 1.534005
H: -1.873006 -5.083579 4.411542
H: -2.201030 -4.516082 5.938774
H: -1.355059 -3.421734 4.937944
H: -4.693487 -3.033601 0.698694
H: -4.235224 -1.508168 1.241403
H: -5.909945 -2.068014 1.495625

Forces on atoms 1 to 6 (eV/Å):
Rb -0.06 0.33 -0.18
C -1.39 2.49 0.28
F -0.08 -1.42 -0.87
F -0.17 -1.14 -0.30
F 0.41 0.29 0.44
S 1.81 -0.12 -0.85